Entry 1:
The following is a quantum chemistry calculation of an isolated ion of composition C14H10FN2O2S and charge +1 in a non-equilibrium geometry, from the OMol25 dataset.

2S+1: 1
frontier orbital gap: 0.238 Eh
SMILES string: O=S(=O)(F)c1cc2c(-c3ccccn3)cccc2c[nH+]1
charge: +1

CARTESIAN COORDINATES (ANGSTROEM)
H (1.648, -2.723, 3.495)
H (4.103, 0.567, -2.376)
C (0.804, -0.347, 0.284)
H (-4.536, 2.493, -2.706)
C (-3.241, 0.803, -1.601)
C (-2.233, 3.021, -2.677)
F (-2.305, -0.896, 4.020)
C (-3.497, 2.135, -2.360)
H (3.558, -2.175, 1.988)
C (-0.861, 1.097, -1.452)
C (3.246, 0.324, -1.647)
H (-2.286, 4.014, -3.255)
H (4.529, -0.932, -0.177)
H (1.612, 1.480, -2.834)
H (-1.432, -0.348, 1.189)
C (3.473, -0.559, -0.380)
C (-0.351, -0.698, 1.274)
C (-0.837, 2.468, -2.180)
C (0.037, -1.620, 2.487)
C (2.498, -1.766, 1.800)
C (2.260, -0.866, 0.551)
O (-2.032, -3.266, 3.006)
O (-0.641, -2.778, 4.946)
S (-1.264, -2.168, 3.724)
H (-4.179, 0.170, -1.363)
C (1.788, 0.839, -1.909)
N (-1.989, 0.262, -1.169)
N (1.417, -2.093, 2.699)
C (0.575, 0.518, -0.993)
H (0.136, 3.045, -2.383)

Cartesian forces (eV/Å) of the 2 atoms listed first:
H -0.5603 0.6671 -0.6301
H -1.6067 -0.4506 1.4105

=====

Entry 2:
The following is a quantum chemistry calculation of C14H10MoN2O6S2 as an isolated structure, from the OMol25 dataset.

2S+1: 1
frontier orbital gap: 0.163 Eh
charge: +2

CARTESIAN COORDINATES (ANGSTROEM)
H (1.937, 2.628, 0.015)
C (3.549, 1.679, -0.399)
S (-0.395, -4.884, -0.174)
O (2.878, 2.801, -0.142)
H (-6.672, 0.257, 0.590)
N (0.711, 1.153, 0.103)
C (-1.541, 1.471, 0.279)
O (-0.442, -5.431, 1.119)
H (-3.568, 3.198, 0.435)
H (-5.968, 2.623, 0.571)
C (3.762, -0.739, -0.717)
C (-4.691, -0.528, 0.466)
N (-0.549, 0.623, 0.298)
O (-0.222, -5.567, -1.385)
C (1.574, 0.226, -0.162)
H (-4.994, -1.566, 0.465)
H (5.349, 2.791, -0.639)
H (6.724, 0.802, -1.140)
C (5.667, 0.687, -0.940)
H (-1.258, 2.512, 0.154)
O (-2.393, -1.148, 0.321)
C (5.095, -0.597, -0.971)
C (-5.620, 0.503, 0.532)
C (-5.224, 1.841, 0.521)
O (1.049, -1.051, -0.171)
C (-3.887, 2.164, 0.443)
Mo (-0.617, -1.459, 0.514)
H (3.306, -1.719, -0.738)
O (-0.550, -3.434, -0.278)
C (-3.361, -0.185, 0.392)
C (4.914, 1.802, -0.661)
H (5.707, -1.458, -1.193)
S (-0.308, -1.532, 2.534)
C (2.959, 0.391, -0.425)
C (-2.922, 1.146, 0.383)

Cartesian forces (eV/Å) of the 2 atoms listed first:
H -0.0032 0.0041 0.0076
C -0.0073 0.0259 -0.0301

=====

Entry 3:
The following is a quantum chemistry calculation of one molecule with the formula C14H10N2O in a non-equilibrium geometry, from the OMol25 dataset.

2S+1: 1
frontier orbital gap: 0.275 Eh
SMILES string: O=C1CCN2C=Nc3cccc4ccc1c2c34
charge: 0

CARTESIAN COORDINATES (ANGSTROEM)
C (0.507, 0.136, -0.817)
C (1.953, 0.451, -3.205)
H (2.918, -1.404, -2.687)
H (-2.271, 2.731, -0.138)
H (2.652, -2.537, -0.431)
C (2.236, -0.628, -2.347)
C (1.115, -1.954, 0.934)
H (-2.779, 1.541, 1.942)
H (-1.156, 0.695, 3.457)
C (-1.677, -0.047, 2.841)
N (-1.308, 0.899, 0.565)
C (0.230, 1.236, -1.660)
C (0.035, -1.054, 1.205)
H (-3.139, -0.013, 1.185)
H (1.359, -2.789, 1.618)
C (-0.234, -0.012, 0.360)
H (-2.428, -0.481, 3.475)
C (0.986, 1.421, -2.824)
O (-0.457, -2.045, 3.189)
C (-1.469, 1.999, -0.310)
N (-0.771, 2.173, -1.407)
H (0.867, 2.322, -3.438)
C (1.871, -1.809, -0.237)
C (1.509, -0.812, -1.155)
H (2.503, 0.518, -4.157)
C (-2.333, 0.602, 1.629)
C (-0.718, -1.139, 2.411)

Cartesian forces (eV/Å) of the 2 atoms listed first:
C 0.1539 0.2419 -0.6317
C -0.0656 -0.4722 1.0336

=====

Entry 4:
The following is a quantum chemistry calculation of one molecule with the formula C14H11N3O2 in a non-equilibrium geometry, from the OMol25 dataset.

2S+1: 1
frontier orbital gap: 0.353 Eh
SMILES string: O=C(Cc1noc2ccccc12)Nc1ccccn1
charge: 0

CARTESIAN COORDINATES (ANGSTROEM)
C (5.006, -0.867, 0.768)
C (-2.707, 1.101, 0.731)
H (-4.143, 2.500, 1.445)
H (0.262, -0.547, 0.839)
H (-5.837, -1.005, -0.355)
H (-1.844, 1.681, 1.019)
C (5.190, 0.223, -0.075)
H (1.925, 1.672, -1.565)
C (-4.982, -0.423, -0.054)
H (3.502, -2.157, 1.615)
H (5.841, -1.348, 1.251)
N (-1.924, -2.042, -0.888)
C (-3.690, -0.873, -0.286)
C (-0.015, -0.694, -0.208)
N (2.650, -0.768, 0.406)
O (-0.388, 1.252, -1.585)
O (-3.290, -2.019, -0.872)
C (3.714, -1.315, 0.970)
H (-6.090, 1.191, 0.773)
C (0.382, 0.540, -0.984)
C (-5.105, 0.798, 0.574)
C (2.823, 0.269, -0.402)
H (6.180, 0.612, -0.262)
C (-2.558, -0.130, 0.097)
C (-1.471, -0.960, -0.332)
C (-3.988, 1.548, 0.959)
H (0.547, -1.551, -0.580)
N (1.722, 0.855, -0.998)
C (4.091, 0.805, -0.670)
H (4.196, 1.652, -1.331)

Cartesian forces (eV/Å) of the 2 atoms listed first:
C -0.0054 -0.0152 0.0088
C 0.0147 -0.1719 -0.0924

=====

Entry 5:
The following is a quantum chemistry calculation of C14H11N3O4PbSbSe4 as an isolated structure in a non-equilibrium geometry, from the OMol25 dataset.

2S+1: 1
frontier orbital gap: 0.218 Eh
charge: -1

CARTESIAN COORDINATES (ANGSTROEM)
C (-3.519, 2.775, -2.661)
O (1.300, 1.820, -0.113)
C (-1.854, 0.990, -2.465)
C (-1.888, 0.548, -0.369)
O (-1.683, -2.078, 1.183)
Se (2.605, -4.799, 2.499)
C (0.463, -1.592, 2.001)
Se (4.705, -1.724, 1.157)
H (-4.246, 3.443, -2.213)
H (2.009, -0.810, 4.890)
O (-0.399, -3.826, 1.609)
N (0.907, -0.622, 1.202)
C (1.644, 0.354, 1.750)
N (-1.300, 0.190, -1.473)
H (2.702, 1.115, 3.431)
H (-0.891, 0.346, -4.283)
C (-3.259, 2.798, -4.020)
H (0.436, -2.494, 3.940)
H (0.542, -4.057, 1.887)
Sb (3.761, -4.131, 0.458)
H (-3.789, 3.501, -4.651)
Pb (1.374, -0.899, -1.365)
C (1.667, -0.732, 3.866)
C (-2.320, 1.931, -4.598)
Se (4.011, -0.277, -0.509)
C (-1.610, 1.020, -3.836)
H (-2.156, 1.977, -5.668)
C (2.072, 0.320, 3.066)
N (-2.806, 1.543, -0.556)
C (1.924, 1.545, 0.890)
H (-3.373, 1.964, 0.155)
C (-0.612, -2.540, 1.512)
H (2.839, 3.165, 0.858)
Se (1.748, -3.497, -1.113)
C (0.806, -1.671, 3.345)
O (2.708, 2.458, 1.501)
H (-1.710, 0.090, 0.594)
C (-2.806, 1.854, -1.901)

Cartesian forces (eV/Å) of the 2 atoms listed first:
C -0.0269 0.0036 0.0485
O 0.3456 -0.2771 0.1304

=====

Entry 6:
The following is a quantum chemistry calculation of C14H11N4O3S2Ti as an isolated structure, from the OMol25 dataset.

2S+1: 2
frontier orbital gap (alpha / beta): 0.174 / 0.231 Eh
charge: -2

CARTESIAN COORDINATES (ANGSTROEM)
H (1.658, 1.058, 2.407)
H (-0.592, 0.428, -5.202)
C (-2.779, -2.249, 1.167)
C (0.037, 0.070, -3.325)
C (-3.872, -2.711, 1.905)
N (-0.580, 1.109, -2.881)
H (1.512, 5.365, 2.115)
S (1.217, -0.876, -2.461)
Ti (0.215, -0.330, -0.083)
H (-3.488, -6.046, 1.534)
H (-1.570, -5.261, 0.219)
N (-0.258, -0.339, -4.636)
C (-2.223, -4.543, 0.700)
N (-0.239, 1.372, -1.567)
C (-4.145, -4.057, 2.056)
C (-2.640, -0.749, 1.093)
C (1.314, 4.373, 1.721)
H (0.408, 5.093, -0.077)
O (1.198, -0.734, 1.143)
H (0.517, -0.838, -5.045)
H (2.176, 3.297, 3.414)
C (-3.302, -4.981, 1.438)
O (-3.556, -0.047, 1.513)
C (-0.082, 2.640, -1.265)
H (-4.998, -4.384, 2.641)
C (0.701, 4.227, 0.506)
H (-4.506, -1.961, 2.360)
S (-0.548, -2.792, -0.459)
H (-0.310, 3.418, -1.989)
C (0.456, 2.926, 0.002)
C (1.403, 1.984, 1.901)
N (0.809, 1.808, 0.726)
O (-1.585, -0.251, 0.543)
C (1.689, 3.223, 2.451)
C (-1.923, -3.172, 0.539)

Cartesian forces (eV/Å) of the 2 atoms listed first:
H 0.0072 0.0008 -0.0015
H 0.0168 0.0122 0.0052

=====

So what do the calculations give for energy above the lowest of the compared OMol25 structures with the same formula, charge and spin? Going down the list: 248.9; 0.2; 2.6; 25.6; 5.4; 5.0 kcal/mol.
So what do the calculations give for energy? Going down the list: -35290.679; -53453.839; -19708.289; -23261.338; -300534.025; -71589.895 eV.